(1)
{
  "formula": "H33O17",
  "method": "ωB97M-V/def2-TZVPD",
  "molar_mass_g_mol": 305.25,
  "spin_multiplicity": 1,
  "homo_energy_ev": -6.00,
  "total_charge": -1,
  "de_lowest_kcal_mol": 71.95,
  "lumo_energy_ev": 2.2,
  "symbols": ["O", "H", "H", "O", "H", "H", "O", "H", "H", "O", "H", "H", "O", "H", "O", "H", "H", "O", "H", "H", "O", "H", "H", "O", "H", "H", "O", "H", "H", "O", "H", "H", "O", "H", "H", "O", "H", "H", "O", "H", "H", "O", "H", "H", "O", "H", "H", "O", "H", "H"],
  "coordinates": [[0.3948, 5.3469, 2.3946], [0.8984, 5.7118, 1.6591], [0.1224, 4.5166, 1.9885], [1.6277, 3.5830, 0.2482], [2.1736, 4.2332, -0.1945], [2.1275, 2.7659, 0.3287], [0.5183, 0.0593, -1.1922], [0.5088, -0.8950, -1.0060], [-0.2587, 0.4112, -1.6128], [-3.6068, -5.0376, 1.0380], [-3.3203, -4.5873, 1.8361], [-2.7534, -5.3822, 0.7678], [0.1863, 2.0727, 5.8013], [1.0985, 2.3175, 5.5932], [-2.0969, -0.5494, -0.5155], [-1.1725, -1.5054, -0.4038], [-3.0144, -0.8270, -0.5302], [2.6698, 0.6785, -3.5537], [2.7093, 0.3216, -4.4257], [2.9322, -0.0892, -3.0277], [1.2221, 0.3163, 1.9441], [0.7862, 1.1697, 1.8558], [-0.2379, 2.8392, 5.3948], [-0.7142, -4.4457, -3.9211], [-0.2721, -3.6508, -4.2474], [0.0625, -4.9618, -3.6767], [-0.3120, 4.2734, -1.7925], [-0.1020, 3.6300, -2.4663], [-0.5034, 3.8175, -0.9745], [-0.5980, -1.8072, 4.5443], [-0.8693, -1.3912, 5.3634], [0.0403, -1.2331, 4.1194], [1.3161, -3.9512, 0.7388], [0.6063, -3.3666, 0.3680], [1.7787, -3.4883, 1.4372], [-3.1037, -0.6012, -2.9573], [-2.3312, -0.0799, -2.7074], [-2.7257, -1.4618, -2.7360], [-3.5499, 0.9844, 0.8579], [-2.6738, 0.5676, 0.5462], [-3.8878, 1.3403, 0.0312], [-0.3662, -2.3118, -0.4827], [-0.4678, -2.8528, -1.2662], [0.7642, -0.2126, 1.2793], [3.0882, 3.7303, -2.1302], [3.6400, 4.3715, -2.5638], [2.7890, 2.9573, -2.6035], [2.9324, -2.3936, -0.7153], [2.0816, -2.8170, -0.5318], [3.4507, -1.7569, -0.2405]],
  "lowdin_charge": [-0.075, 0.020, 0.013, -0.060, 0.018, 0.042, -0.083, -0.022, 0.004, -0.059, 0.032, 0.026, -0.065, 0.034, -0.324, 0.010, -0.006, -0.043, 0.015, 0.040, -0.058, 0.027, 0.033, -0.060, 0.035, 0.034, -0.059, 0.023, 0.017, -0.057, 0.024, 0.013, -0.103, -0.016, 0.035, -0.086, 0.009, 0.023, -0.149, -0.003, 0.005, -0.201, 0.028, 0.017, -0.039, 0.036, 0.018, -0.079, -0.012, 0.026]
}


(2)
{
  "formula": "C4H8S2",
  "method": "ωB97M-V/def2-TZVPD",
  "molar_mass_g_mol": 120.24,
  "spin_multiplicity": 1,
  "homo_energy_ev": -8.69,
  "de_lowest_kcal_mol": 31.77,
  "smiles": "CSCCC=S",
  "lumo_energy_ev": -0.3,
  "symbols": ["C", "S", "C", "C", "C", "S", "H", "H", "H", "H", "H", "H", "H", "H"],
  "coordinates": [[-2.4057, 0.4368, -0.1690], [-1.5055, -1.1610, -0.1851], [0.1916, -0.7822, 0.3748], [1.0238, 0.1734, -0.4538], [2.3650, 0.2852, 0.1929], [3.5965, -0.6575, -0.2406], [-2.8006, 0.7797, 0.7924], [-1.8248, 1.2049, -0.6887], [-3.2826, 0.1766, -0.7631], [-0.0303, -0.3901, 1.3509], [0.6383, -1.7427, 0.5514], [1.0730, -0.3544, -1.3721], [0.5487, 1.0933, -0.4500], [2.4126, 0.9380, 1.0602]],
  "lowdin_charge": [-0.404, 0.789, -0.528, -0.336, -0.662, 0.701, 0.035, 0.029, 0.018, 0.062, 0.066, 0.090, 0.078, 0.059]
}


(3)
{
  "formula": "C14H16Br2Cl5F3N3O2",
  "method": "ωB97M-V/def2-TZVPD",
  "molar_mass_g_mol": 652.37,
  "spin_multiplicity": 1,
  "homo_energy_ev": -13.02,
  "total_charge": 1,
  "lumo_energy_ev": -2.9,
  "symbols": ["C", "C", "O", "C", "C", "C", "C", "C", "F", "Br", "C", "F", "F", "Br", "N", "C", "C", "C", "C", "Cl", "N", "O", "C", "N", "H", "H", "H", "H", "H", "H", "H", "H", "H", "H", "H", "H", "H", "H", "H", "H", "C", "Cl", "Cl", "Cl", "Cl"],
  "coordinates": [[-2.3695, 1.9163, 0.8868], [-1.8461, 0.7080, 0.1320], [-1.1676, -0.1788, 1.0753], [-0.1100, -0.8204, 0.6540], [1.1589, -0.8286, 1.1024], [1.7324, -0.0281, 2.2224], [3.2368, 0.2154, 2.1478], [3.7687, 1.2615, 1.1778], [4.9768, 1.6817, 1.6558], [4.1128, 0.5000, -0.5789], [2.9121, 2.5510, 1.0651], [2.5835, 2.9087, 2.3143], [3.6322, 3.5156, 0.5194], [1.2813, 2.3674, 0.0335], [1.8356, -1.7531, 0.3203], [1.0544, -2.3186, -0.5879], [1.4488, -3.3512, -1.5737], [1.1618, -3.0159, -3.0512], [1.0983, -1.5303, -3.3730], [-0.3389, -3.8246, -3.5859], [-0.1326, -1.7539, -0.3881], [-1.2429, -2.0677, -1.1413], [-2.1053, -2.7868, -0.4453], [-2.8574, -3.4109, 0.1662], [-2.0655, 2.8287, 0.3800], [-3.4499, 1.9157, 0.9474], [-1.9547, 1.9198, 1.8911], [-1.1336, 0.9954, -0.6417], [-2.6516, 0.1505, -0.3401], [1.1499, 0.8870, 2.2781], [1.5497, -0.5590, 3.1581], [3.6019, 0.4909, 3.1337], [3.7407, -0.7147, 1.8918], [2.8244, -1.9402, 0.3804], [0.9295, -4.2737, -1.3097], [2.5105, -3.5483, -1.4436], [1.9487, -3.4795, -3.6367], [1.8582, -0.9716, -2.8270], [1.2723, -1.3857, -4.4354], [0.1075, -1.1355, -3.1611], [-6.8206, 3.7778, 0.5999], [-8.4488, 3.1631, 0.3440], [-6.3630, 3.5725, 2.2932], [-5.6839, 2.8674, -0.4166], [-6.7457, 5.4827, 0.1666]],
  "lowdin_charge": [-0.056, -0.191, 0.027, -0.248, -0.146, -0.108, -0.155, -0.795, 0.022, 0.846, -0.922, 0.082, 0.087, 0.931, 0.201, -0.186, -0.094, -0.697, -0.104, 0.672, 0.090, 0.079, -0.260, 0.238, 0.078, 0.029, 0.091, 0.087, 0.121, 0.091, 0.145, 0.141, 0.105, 0.147, 0.127, 0.137, 0.101, 0.074, 0.091, 0.070, -2.061, 0.543, 0.523, 0.511, 0.538]
}


(4)
{
  "formula": "C25H25ClN2O4",
  "method": "ωB97M-V/def2-TZVPD",
  "molar_mass_g_mol": 452.94,
  "spin_multiplicity": 1,
  "homo_energy_ev": -8.23,
  "de_lowest_kcal_mol": 525.75,
  "smiles": "Cc1ccc2oc3c(c(=O)c2c1)[C@@H](c1cccc(Cl)c1)N(CCCN1CCOCC1)C3=O",
  "lumo_energy_ev": -0.6,
  "symbols": ["C", "C", "C", "C", "C", "O", "C", "C", "C", "O", "C", "C", "C", "C", "C", "C", "C", "C", "Cl", "C", "N", "C", "C", "C", "N", "C", "C", "O", "C", "C", "C", "O", "H", "H", "H", "H", "H", "H", "H", "H", "H", "H", "H", "H", "H", "H", "H", "H", "H", "H", "H", "H", "H", "H", "H", "H", "H"],
  "coordinates": [[-7.4405, -1.6734, 0.3283], [-6.1563, -0.8098, -0.0448], [-6.4820, 0.0614, -0.8613], [-5.3778, 0.9178, -1.2604], [-4.1014, 0.6774, -0.7613], [-3.0654, 1.6483, -0.9475], [-2.0364, 1.7359, -0.2367], [-1.8653, 0.7297, 0.6290], [-2.7473, -0.5024, 1.0367], [-2.5969, -1.0776, 2.0518], [-3.9637, -0.1609, 0.3584], [-4.9649, -0.8522, 0.6215], [-0.3535, 0.7393, 1.0826], [0.2653, -0.4573, 1.1598], [0.9914, -1.4223, 1.9907], [1.7528, -2.5440, 1.6441], [1.6840, -2.8143, 0.2729], [1.2181, -2.2366, -0.6489], [1.5178, -2.5254, -2.3696], [0.4723, -0.9754, -0.3683], [0.0729, 1.8515, 0.5670], [1.5424, 2.5914, 0.5864], [2.5428, 1.5575, 0.1613], [3.8798, 2.3414, 0.4841], [5.1258, 1.6724, -0.1501], [5.3853, 0.9059, -1.2177], [4.8264, -0.4018, -1.3029], [5.2854, -1.3891, -0.1392], [5.1070, -0.8613, 1.0939], [5.5896, 0.7340, 1.1020], [-0.7191, 2.2108, -0.4025], [-0.6166, 3.2408, -1.1363], [-7.1517, -2.4485, 1.1539], [-7.7321, -2.1324, -0.4401], [-8.3691, -1.1294, 0.4735], [-7.3363, 0.3319, -1.6984], [-5.4339, 1.7936, -2.1665], [-4.9430, -1.7751, 1.5172], [-0.1062, 1.0321, 2.1859], [0.8950, -1.1601, 3.0129], [2.0194, -2.9919, 2.3544], [2.2063, -3.7081, 0.1620], [0.1937, -0.2927, -1.2556], [1.4237, 3.4362, 0.1538], [1.6163, 2.6931, 1.8645], [2.4925, 0.8014, 1.0821], [2.4068, 1.3153, -0.7059], [4.0319, 2.8066, 1.3089], [3.8288, 3.2164, -0.3457], [4.8173, 1.3051, -1.9684], [6.3772, 0.8886, -1.1508], [5.1247, -0.8277, -2.1755], [3.7208, -0.5882, -1.3545], [5.5612, -1.5941, 1.7192], [3.9549, -0.9447, 1.2089], [5.2513, 1.0107, 1.9911], [6.7054, 0.6387, 1.1232]],
  "lowdin_charge": [-0.003, -0.286, -0.088, 0.035, -0.086, 0.132, -0.194, 0.095, -0.281, 0.156, -0.157, -0.014, -0.382, -0.108, 0.005, 0.011, -0.210, -0.679, 0.654, 0.087, 0.024, 0.011, -0.129, -0.098, -0.093, -0.293, -0.070, -0.167, -0.226, -0.040, -0.406, 0.045, 0.117, -0.023, 0.083, 0.191, 0.191, 0.220, 0.202, 0.097, 0.001, 0.119, 0.129, 0.036, 0.204, 0.153, 0.016, 0.042, 0.164, 0.125, 0.107, 0.090, 0.119, 0.106, 0.107, 0.038, 0.120]
}


(5)
{
  "formula": "C39H54CsN5O4",
  "method": "ωB97M-V/def2-TZVPD",
  "molar_mass_g_mol": 789.80,
  "spin_multiplicity": 1,
  "homo_energy_ev": -1.92,
  "total_charge": -2,
  "de_lowest_kcal_mol": 0.00,
  "lumo_energy_ev": 3.9,
  "symbols": ["Cs", "C", "N", "C", "C", "C", "N", "C", "C", "C", "C", "C", "C", "C", "O", "C", "C", "C", "N", "C", "C", "C", "C", "C", "C", "C", "O", "H", "H", "H", "H", "H", "H", "H", "H", "H", "H", "H", "H", "H", "H", "H", "H", "H", "H", "H", "H", "H", "H", "H", "H", "H", "C", "C", "C", "C", "C", "C", "C", "C", "C", "C", "C", "C", "O", "H", "H", "H", "H", "H", "H", "H", "H", "H", "H", "H", "H", "H", "H", "H", "H", "H", "C", "N", "C", "C", "C", "N", "C", "C", "O", "H", "H", "H", "H", "H", "H", "H", "H", "H", "H", "H", "H"],
  "coordinates": [[0.2534, -0.4428, 0.6334], [2.8339, 0.9187, -1.3048], [2.1050, 0.1893, -2.3314], [1.7254, 1.0711, -3.4253], [0.7135, 2.1510, -3.0159], [-0.5098, 2.1796, -3.9343], [-1.2465, 0.9324, -3.7638], [-2.2354, 0.9269, -2.9675], [-2.8262, 2.1017, -2.2649], [-3.6229, 3.0108, -2.9438], [-4.1779, 4.1218, -2.3136], [-3.9053, 4.3076, -0.9579], [-3.1116, 3.4198, -0.2584], [-2.5113, 2.2780, -0.8787], [-1.7345, 1.4831, -0.2579], [2.9229, -0.9300, -2.7852], [2.2488, -1.8723, -3.7742], [1.0057, -2.5606, -3.2237], [1.3662, -3.4161, -2.1081], [0.5611, -3.4497, -1.1216], [0.7405, -4.2669, 0.0726], [1.6958, -5.2855, 0.1032], [1.8661, -6.0932, 1.2086], [1.0440, -5.8691, 2.3254], [0.0996, -4.8738, 2.3326], [-0.0955, -3.9971, 1.2128], [-0.9317, -3.0384, 1.2466], [3.8171, 1.2703, -1.6687], [3.0015, 0.2911, -0.4286], [2.2675, 1.7911, -0.9791], [1.2704, 0.4633, -4.2047], [2.6321, 1.5387, -3.8604], [1.1764, 3.1412, -3.0050], [0.3495, 1.9537, -2.0041], [-0.1879, 2.2403, -4.9798], [-1.1082, 3.0669, -3.7109], [-2.6919, -0.0467, -2.7709], [-3.8123, 2.8429, -4.0011], [-4.7996, 4.8189, -2.8615], [-4.3209, 5.1671, -0.4394], [-2.8870, 3.5815, 0.7911], [3.2065, -1.5064, -1.9006], [3.8627, -0.5497, -3.2341], [2.9805, -2.6455, -4.0274], [2.0013, -1.3567, -4.7053], [0.5780, -3.1817, -4.0198], [0.2471, -1.8123, -2.9538], [-0.3531, -2.8407, -1.1284], [2.3043, -5.4231, -0.7843], [2.6137, -6.8770, 1.2180], [1.1610, -6.4923, 3.2078], [-0.5202, -4.6992, 3.2051], [1.5512, 2.9605, 2.0408], [1.6661, 2.4312, 3.4755], [0.5313, 1.4599, 3.8304], [3.0203, 1.8071, 3.7484], [3.8481, 2.3595, 4.7129], [5.0881, 1.8149, 5.0273], [5.4822, 0.6650, 4.3497], [4.6947, 0.0672, 3.3792], [5.1802, -1.2035, 2.7090], [5.4312, -1.0154, 1.2106], [4.2436, -2.3913, 2.9511], [3.4274, 0.6375, 3.0202], [2.6936, 0.1253, 2.0969], [0.5409, 3.3180, 1.8238], [1.8083, 2.1730, 1.3348], [2.2520, 3.7850, 1.8865], [1.5714, 3.2947, 4.1454], [0.7413, 0.4763, 3.4133], [-0.4335, 1.8135, 3.4543], [0.4574, 1.3460, 4.9146], [3.5044, 3.2487, 5.2379], [5.7217, 2.2637, 5.7833], [6.4392, 0.2060, 4.5900], [6.1452, -1.4458, 3.1737], [4.4928, -0.7866, 0.7089], [5.8488, -1.9256, 0.7694], [6.1272, -0.1918, 1.0318], [3.2671, -2.1995, 2.5094], [4.1050, -2.5634, 4.0210], [4.6505, -3.3046, 2.5069], [-6.1348, 0.0932, -2.9907], [-5.9542, 0.1114, -1.5554], [-6.2333, 1.3856, -0.9135], [-6.3228, 1.1832, 0.5828], [-5.0252, 0.5756, 1.0693], [-4.6344, -0.5677, 0.2642], [-3.4991, -1.2948, 0.8122], [-4.9850, -0.7439, -1.0447], [-4.5283, -1.6523, -1.7315], [-7.1524, 0.4172, -3.2233], [-5.9767, -0.9155, -3.3592], [-5.4325, 0.7649, -3.4997], [-7.1825, 1.7561, -1.3119], [-5.4642, 2.1272, -1.1517], [-7.1620, 0.5202, 0.8127], [-6.4892, 2.1392, 1.0834], [-5.1313, 0.2319, 2.1038], [-4.2226, 1.3210, 1.0539], [-3.8014, -1.8638, 1.6944], [-2.7417, -0.5652, 1.1063], [-3.0856, -1.9809, 0.0831]],
  "lowdin_charge": [1.134, -0.128, -0.222, -0.211, -0.159, -0.238, 0.060, -0.111, -0.178, -0.107, -0.156, -0.145, -0.051, -0.446, -0.252, -0.221, -0.191, -0.247, 0.037, -0.172, -0.164, -0.074, -0.148, -0.137, -0.042, -0.454, -0.249, 0.094, 0.034, 0.071, 0.094, 0.120, 0.109, 0.097, 0.105, 0.100, 0.112, 0.107, 0.074, 0.086, 0.100, 0.117, 0.116, 0.105, 0.094, 0.109, 0.104, 0.097, 0.096, 0.072, 0.083, 0.094, -0.066, -0.370, -0.077, -0.151, -0.089, -0.151, -0.089, -0.149, -0.380, -0.067, -0.064, -0.345, -0.277, 0.073, 0.030, 0.077, 0.116, 0.028, 0.072, 0.074, 0.092, 0.069, 0.091, 0.114, 0.049, 0.070, 0.076, 0.069, 0.076, 0.070, -0.058, -0.087, -0.167, -0.153, -0.164, -0.067, -0.045, -0.493, 0.027, 0.078, 0.080, 0.079, 0.117, 0.095, 0.112, 0.112, 0.121, 0.108, 0.092, 0.045, 0.079]
}


(6)
{
  "formula": "C13H32F3N14O6S",
  "method": "ωB97M-V/def2-TZVPD",
  "molar_mass_g_mol": 569.55,
  "spin_multiplicity": 1,
  "homo_energy_ev": -10.01,
  "total_charge": 1,
  "lumo_energy_ev": -5.4,
  "symbols": ["N", "C", "C", "C", "C", "C", "S", "C", "N", "C", "F", "F", "F", "H", "H", "H", "H", "H", "H", "H", "H", "C", "O", "N", "N", "H", "H", "H", "H", "C", "O", "N", "N", "H", "H", "H", "H", "C", "O", "N", "N", "H", "H", "H", "H", "C", "O", "N", "N", "H", "H", "H", "H", "C", "O", "N", "N", "H", "H", "H", "H", "C", "O", "N", "N", "H", "H", "H", "H"],
  "coordinates": [[0.8995, -5.2237, 1.4075], [0.5214, -3.7909, 1.3555], [-1.0610, -3.6605, 1.3642], [-1.8087, -4.8225, 0.8206], [-3.2909, -4.7987, 0.8075], [-3.9655, -3.5665, 1.3148], [-5.7798, -3.5076, 1.3062], [-3.1344, -2.4522, 1.8006], [-1.7325, -2.5158, 1.8363], [-0.9572, -1.3747, 2.3261], [-0.1819, -0.8508, 1.3140], [-1.7583, -0.3395, 2.7411], [-0.1973, -1.7115, 3.4204], [1.3105, -5.5318, 0.5285], [1.4955, -5.4184, 2.2116], [0.9722, -3.3038, 0.4366], [1.0156, -3.3048, 2.2376], [-1.3054, -5.7292, 0.4120], [-3.8487, -5.6951, 0.4223], [-6.1215, -4.7153, 1.8876], [-3.7176, -1.5503, 2.1346], [-0.7018, 2.6463, -0.7152], [-1.4775, 3.4980, -1.1256], [-1.0368, 1.7638, 0.2740], [0.5527, 2.5015, -1.2015], [-0.4135, 1.0611, 0.6215], [-1.9604, 1.8385, 0.6624], [0.8349, 3.1325, -1.9290], [1.2020, 1.8109, -0.8784], [-1.6573, 5.7388, -4.7133], [-1.6482, 6.0726, -5.8895], [-0.8916, 4.7291, -4.2281], [-2.4406, 6.3531, -3.7805], [-0.8957, 4.4501, -3.2613], [-0.2914, 4.2401, -4.8857], [-3.0252, 7.1072, -4.0948], [-2.4575, 6.0884, -2.8126], [3.4049, -2.8846, 4.6382], [3.4954, -4.0305, 4.2268], [2.2143, -2.3356, 5.0141], [4.4745, -2.0572, 4.7571], [2.1179, -1.3960, 5.3530], [1.3997, -2.9178, 4.9403], [5.3718, -2.4240, 4.4898], [4.4108, -1.1144, 5.0939], [-3.1351, -2.1163, 6.7848], [-3.9870, -2.3145, 7.6254], [-3.4323, -1.6880, 5.5207], [-1.8058, -2.3020, 7.0222], [-2.7385, -1.5202, 4.8175], [-4.4021, -1.5373, 5.3024], [-1.5421, -2.6170, 7.9400], [-1.0934, -2.1410, 6.3358], [1.1465, 2.9120, -7.0259], [0.6451, 3.2571, -5.9646], [2.3262, 3.4148, -7.4775], [0.5689, 1.9982, -7.8451], [2.7480, 3.1417, -8.3457], [2.7861, 4.0976, -6.9013], [-0.3064, 1.6025, -7.5483], [0.9681, 1.7069, -8.7178], [3.8255, 2.8490, -2.6648], [3.0142, 2.4678, -1.8320], [5.1142, 3.1524, -2.3570], [3.4969, 3.0032, -3.9716], [5.7850, 3.4669, -3.0329], [5.3943, 3.0518, -1.3972], [2.5479, 2.7873, -4.2358], [4.1403, 3.3189, -4.6726]],
  "lowdin_charge": [0.007, -0.171, -0.044, 0.060, 0.018, -0.511, 0.794, 0.017, 0.091, -0.479, 0.147, 0.143, 0.135, 0.090, 0.086, 0.148, 0.111, 0.125, 0.134, -0.079, 0.150, -0.673, 0.018, 0.143, 0.153, 0.052, 0.097, 0.089, 0.076, -0.698, 0.007, 0.156, 0.143, 0.058, 0.036, 0.098, 0.088, -0.692, 0.019, 0.140, 0.161, 0.097, 0.082, 0.114, 0.100, -0.689, 0.054, 0.148, 0.152, 0.052, 0.107, 0.112, 0.073, -0.649, 0.005, 0.161, 0.166, 0.100, 0.103, 0.113, 0.100, -0.663, 0.001, 0.157, 0.170, 0.098, 0.106, 0.091, 0.094]
}